(1)
Formula: C5H3NS
Source: the Open Molecules 2025 dataset
Level of theory: ωB97M-V/def2-TZVPD

Last column: Löwdin charge in e.
Atoms and positions in Å:
C  -1.11  0.54  0.19  -0.045
C  -0.41  1.59  0.29  -0.180
C  -1.20  -0.79  -0.09  -0.095
C  0.05  -1.48  0.12  -0.207
C  1.25  -0.92  0.05  -0.647
N  0.54  2.40  -0.04  0.129
S  2.77  -0.53  0.00  0.802
H  -2.02  -1.41  -0.36  0.089
H  -0.06  -2.60  0.34  0.143
H  0.20  3.19  -0.49  0.012

For the energy above the lowest of the compared OMol25 structures with the same formula, charge and spin, the calculation gives 25.0 kcal per mole. As for the orbital gap (alpha / beta): 7.50 / 7.50 eV. Its net charge is 0. The LUMO energy (alpha / beta) is -0.7 / -0.7 eV. The SMILES is N=C=C=CC=C=S. The calculated total energy is -645.09771 Eh.

---

(2)
Formula: C5H3O4
Source: the Open Molecules 2025 dataset
Level of theory: ωB97M-V/def2-TZVPD

Last column: Löwdin charge in e.
Atoms and positions in Å:
C  0.45  -0.81  0.73  -0.206
C  -0.96  -0.83  1.36  -0.153
C  0.68  -0.14  -0.37  -0.208
C  -0.41  1.26  -2.18  -0.495
C  -1.10  0.04  2.22  -0.320
O  0.59  1.29  -2.81  0.073
O  -1.22  0.82  3.08  0.108
O  -1.57  1.41  -1.96  0.078
O  2.04  -0.21  -0.76  -0.133
H  1.10  -1.28  1.39  0.049
H  -1.75  -1.66  1.00  0.145
H  2.15  0.12  -1.69  0.061

For the energy above the lowest of the compared OMol25 structures with the same formula, charge and spin, the calculation gives 28.8 kcal per mole. As for the orbital gap: 7.31 eV. Its net charge is -1. The LUMO energy is 3.8 eV. The calculated total energy is -493.23610 Eh.